# 1
Formula: C17H16CdN4O3S3
Source: the OMol25 dataset
Level of theory: ωB97M-V/def2-TZVPD

relative energy (zero: lowest compared OMol25 entry of this formula, charge and spin) = 0.4254 eV
total charge = 0
calculated total energy = -67058.657 eV

Atoms and positions in Å:
N 0.93883 6.71415 -0.95631
S -0.83353 -5.45665 -1.44697
C 0.99553 -1.56336 3.15796
H 0.05599 -1.19328 5.57635
N -0.24313 -0.36753 -1.97199
C -1.39970 -0.14517 -1.41779
C -0.27625 -2.22404 5.32325
O -1.77696 -6.49118 -1.89134
H 0.28744 -2.95495 5.91318
H -2.93598 1.23033 -0.75234
C -0.59665 4.92067 -0.31737
C -2.03798 1.11455 -1.35741
H -1.96664 -1.06569 -1.11801
C 0.51230 5.73737 -0.17576
C -1.19655 4.96622 -1.60473
O 0.33274 -5.09415 -2.47390
H 1.19061 5.51242 0.65261
H 0.48884 2.77622 -2.92060
H -0.42051 -4.51870 1.31937
C 0.16318 -2.43303 3.87334
S -1.80446 -3.60130 -1.03131
C 0.40327 0.69407 -2.55921
H 0.59215 7.61689 -2.74915
H 1.27921 0.44729 -3.15929
H 1.50658 -0.75157 3.64782
C 0.20086 6.84479 -2.06694
H -0.86330 4.32211 0.56812
C 1.39039 -1.86801 1.87723
H 2.27631 -1.32970 1.49141
Cd 0.58037 -3.01490 -1.69608
O -0.28441 -5.73072 -0.08555
H -1.10203 -4.19439 3.54780
C 0.02345 -3.63401 1.81820
N 0.90495 -2.86162 1.17907
H -1.17109 6.06795 -3.53076
S -2.31901 3.64248 -2.11525
C -0.41792 -3.47691 3.10099
C -0.06281 1.98302 -2.45782
C -0.79974 5.95458 -2.49467
C 2.57525 -2.35839 -1.48842
H 4.70292 -1.85853 -1.43700
N 3.74020 -2.10227 -1.43303
H -1.29780 -2.40876 5.56462
C -1.33492 2.15369 -1.90232

natural (NBO) population analysis, charges in e, atoms 1 to 8:
1. N -0.404
2. S 2.149
3. C -0.299
4. H 0.215
5. N -0.510
6. C 0.081
7. C -0.641
8. O -0.922

***

# 2
Formula: C8H20FN2P
Source: the OMol25 dataset
Level of theory: ωB97M-V/def2-TZVPD

total charge = +2
calculated total energy = -23588.335 eV
structure (SMILES) = C[C@](F)(P)C[N@H+]1CC[C@@H]([NH3+])CC1

Atoms and positions in Å:
H 3.30708 -0.92260 -1.16121
H 1.24178 1.62352 1.22260
H -4.65375 1.07459 0.57042
H 0.55108 -0.67950 1.82465
H -4.97545 -0.53827 -0.27537
H -2.89569 1.78608 -1.39388
H -0.32555 0.07482 -0.80618
H -0.39824 -1.61852 0.81862
N -0.21278 0.32605 0.15900
C 2.66639 -0.61506 -0.31633
P -4.21967 -0.22846 0.84561
H 4.15836 0.10060 1.23466
C -2.65172 -0.01827 -0.25635
H 4.33893 -1.36224 0.62701
H 1.12456 -1.97599 -0.88588
H -1.83981 0.51275 -2.21315
N 3.54399 -0.74105 0.89297
F -2.22483 -1.24760 -0.32620
H -1.78705 1.73436 0.68769
C -2.72943 0.66106 -1.60569
C 2.10306 0.81912 -0.57854
C 0.37455 -0.88758 0.78437
H 2.80981 -0.97723 1.64242
H -1.73030 0.13806 1.68656
H -3.56927 0.21053 -2.28681
C 1.54633 -1.55436 -0.03087
H 1.86104 0.90713 -1.60364
H 0.64188 2.29740 -0.30791
H 1.76335 -2.34685 0.64178
H 2.88719 1.47800 -0.49806
C -1.66154 0.67123 0.71611
C 0.95571 1.29830 0.19160

natural (NBO) population analysis, charges in e, atoms 1 to 8:
1. H 0.259
2. H 0.242
3. H -0.006
4. H 0.220
5. H 0.014
6. H 0.247
7. H 0.428
8. H 0.271

***

# 3
Formula: C8H13Cl2CoInN3O3
Source: the OMol25 dataset
Level of theory: ωB97M-V/def2-TZVPD

relative energy (zero: lowest compared OMol25 entry of this formula, charge and spin) = 0.9273 eV
total charge = +4
calculated total energy = -86915.097 eV
2S+1 = 5

Atoms and positions in Å:
C -9.10495 -1.37248 -0.51991
H 0.65586 -0.96277 1.49510
H 3.93075 2.16320 -0.82310
H 2.43827 3.13704 -0.60820
Cl -1.93495 0.74545 2.28154
C 1.92923 0.11629 0.44314
C -0.41892 2.90263 -0.09483
H 3.61327 -1.53158 2.75684
C -9.38252 -3.02887 -2.23251
Co -7.98308 -2.33385 -1.45627
H 2.04957 -0.72503 3.10454
Cl -6.41707 -3.38168 -2.46542
H 0.66878 0.75891 -2.07040
O -0.10453 3.85013 0.49397
H 4.92176 -0.83830 1.46320
In -1.09390 0.62478 0.09009
H 4.43846 -0.49564 -0.22091
C 2.66191 -1.20521 2.32669
H 3.16047 2.31436 0.80268
C 4.32709 -0.17383 0.83006
C 2.96970 2.22890 -0.27971
N 2.15176 1.04991 -0.54113
H 4.72623 0.84244 0.93474
H 2.13286 1.64790 -2.55911
H 2.12794 -2.08712 1.93376
O -9.87420 -0.73871 0.07986
N 0.72817 -0.40161 0.64045
C 1.76466 0.81465 -1.94394
H 2.21467 -0.12595 -2.31563
N 2.94321 -0.24406 1.26810
O -10.24051 -3.54986 -2.81368

natural (NBO) population analysis, charges in e, atoms 1 to 8:
1. C 0.516
2. H 0.444
3. H 0.308
4. H 0.288
5. Cl -0.473
6. C 0.579
7. C 0.500
8. H 0.277

***

# 4
Formula: C20H24ClN3O4
Source: the OMol25 dataset
Level of theory: ωB97M-V/def2-TZVPD

relative energy (zero: lowest compared OMol25 entry of this formula, charge and spin) = 1.4151 eV
total charge = 0
calculated total energy = -46312.035 eV
structure (SMILES) = CCC(=O)N(CCN1CCOCC1)Cc1cc2cc3c(cc2nc1Cl)OCO3

Atoms and positions in Å:
C -1.28823 1.61988 -0.69312
C 1.58645 0.96514 3.67230
N 2.37015 1.44512 -1.62309
C -0.91194 0.03211 4.57604
O 4.60986 -1.10694 -5.02856
O 2.65456 -2.05067 -5.78610
C -0.01689 1.26350 -1.41246
H 4.51158 0.69733 -2.88559
H 0.45442 2.35702 4.84492
H -0.92273 0.34637 5.62699
H -1.82282 -0.53223 4.37204
H 2.51433 1.48684 3.91213
H -2.08139 1.80166 -1.42312
C 0.32189 -0.85853 4.36680
C 0.38660 1.90714 3.84676
C -1.01554 0.33121 1.38205
H 0.02706 0.60319 1.20244
H -3.40202 -0.99424 1.60672
C 1.16363 -0.92581 -4.19114
C 3.57520 -0.63242 -4.28189
N -1.73550 0.51395 0.14234
C -1.58811 1.22425 2.51186
H -0.98036 -0.05201 -2.77453
H 1.64636 0.59500 2.63746
Cl 1.39955 2.89931 0.24775
C 2.36469 0.57358 -2.64432
H 0.32011 -1.29665 3.35622
H -1.61374 2.25666 2.15231
H 4.27189 -1.63288 -6.99134
C 3.60376 0.24893 -3.24824
C 2.36819 -1.21392 -4.74874
H -1.04874 -0.71735 1.67894
C 1.24869 1.76378 -1.04911
H 4.48385 -2.99571 -5.84085
C 4.05084 -1.99188 -5.97390
H 0.24815 -1.36726 -4.54755
H 0.42823 2.70047 3.10054
C -0.03571 0.36567 -2.45687
H -5.28380 -1.32393 0.00912
O 1.51248 -0.12892 4.56198
N -0.89695 1.23630 3.77089
O -3.27250 -0.05580 -1.39114
C -2.75789 -0.25856 -0.30724
C 1.15013 -0.00954 -3.11060
H -4.77620 -2.87263 0.69989
H -2.41117 -2.12588 0.67108
H 0.33781 -1.66515 5.10228
C -3.21384 -1.38584 0.60606
H -1.14401 2.50730 -0.07454
C -4.47386 -2.04657 0.06075
H -2.62129 0.92016 2.70889
H -4.29522 -2.42056 -0.94350

natural (NBO) population analysis, charges in e, atoms 1 to 8:
1. C -0.246
2. C -0.087
3. N -0.447
4. C -0.245
5. O -0.468
6. O -0.469
7. C -0.114
8. H 0.241